1.
Below is a molecular structure, C39H51F2N12OPSV at a distorted geometry, with properties calculated with wB97M-V/def2-TZVPD.

Calculated values
- LUMO level (spin up / spin down): 0.153 / 0.153 eV
- Net charge: 0
- <S²>: 3.765
- HOMO energy (spin up / spin down): -5.18 / -6.84 eV
- 2S+1: 4

Last column: Mulliken charge in e.
Positions of all 108 atoms, in Å:
V1 -1.091 -1.252 -0.578  1.458
C1 -1.169 1.182 5.194  -0.965
N1 -1.395 0.254 4.086  0.407
C2 -1.827 -1.039 4.225  -1.071
C3 -1.906 -1.550 2.963  -0.729
N2 -1.526 -0.590 2.059  0.348
C4 -1.225 0.492 2.754  -0.566
P1 -0.768 2.160 2.128  -0.382
C5 0.888 1.869 1.468  -0.527
N3 1.358 0.738 1.011  0.944
C6 2.660 0.983 0.660  -0.832
C7 2.975 2.290 0.911  -1.258
N4 1.842 2.858 1.432  0.559
C8 1.730 4.234 1.906  -0.891
C9 -1.849 2.218 0.650  -0.540
N5 -2.324 1.206 -0.029  0.939
C10 -3.198 1.729 -0.945  -0.642
C11 -3.250 3.087 -0.809  -1.153
N6 -2.395 3.394 0.216  0.329
C12 -2.098 4.745 0.687  -0.747
H1 -1.296 0.634 6.123  0.341
H2 -0.160 1.584 5.161  0.353
H3 -1.878 2.005 5.164  0.355
H4 -2.019 -1.473 5.194  0.442
H5 -2.210 -2.537 2.639  0.594
H6 3.295 0.208 0.250  0.571
H7 3.882 2.858 0.767  0.683
H8 2.482 4.838 1.406  0.321
H9 0.750 4.640 1.671  0.273
H10 1.882 4.294 2.982  0.318
H11 -3.735 1.105 -1.642  0.481
H12 -3.797 3.848 -1.342  0.439
H13 -2.730 5.442 0.145  0.332
H14 -2.296 4.837 1.751  0.351
H15 -1.058 5.005 0.496  0.139
C13 3.966 -2.178 4.598  -1.790
C14 2.702 -2.835 4.022  2.008
C15 1.488 -2.039 4.502  -1.691
C16 2.587 -4.272 4.554  -1.833
C17 2.783 -2.867 2.491  0.354
C18 3.882 -3.497 1.871  0.052
C19 4.029 -3.519 0.499  -1.279
C20 3.048 -2.910 -0.281  1.604
S1 2.974 -2.702 -1.997  -0.611
C21 1.485 -1.829 -1.822  -0.264
N7 1.047 -1.724 -0.596  1.209
C22 1.940 -2.322 0.303  -2.380
C23 1.813 -2.291 1.693  0.432
C24 0.726 -1.229 -2.929  0.728
C25 1.254 -1.092 -4.212  -0.468
C26 0.525 -0.424 -5.178  -1.069
C27 -0.728 0.098 -4.838  -1.039
C28 -1.240 -0.081 -3.564  0.857
C29 -0.543 -0.768 -2.538  0.340
H16 3.911 -2.142 5.692  0.463
H17 4.070 -1.154 4.225  0.340
H18 4.871 -2.727 4.327  0.340
H19 1.487 -2.002 5.597  0.519
H20 0.551 -2.500 4.179  0.248
H21 1.507 -1.009 4.126  0.188
H22 2.491 -4.270 5.645  0.464
H23 3.466 -4.868 4.293  0.363
H24 1.709 -4.768 4.132  0.339
H25 4.642 -3.974 2.480  0.436
H26 4.892 -3.991 0.044  0.410
H27 0.956 -1.774 2.107  -0.458
H28 2.236 -1.493 -4.456  0.365
H29 0.923 -0.297 -6.177  0.360
H30 -1.301 0.632 -5.591  0.457
H31 -2.237 0.316 -3.360  0.203
C30 0.996 3.754 -4.024  -1.797
C31 1.988 3.144 -3.044  1.538
C32 2.468 4.203 -2.046  -1.405
C33 3.175 2.572 -3.807  -1.649
N8 1.359 1.998 -2.379  -0.080
N9 0.193 2.226 -1.620  0.291
H32 1.498 4.483 -4.668  0.500
H33 0.183 4.270 -3.504  0.282
H34 0.563 2.966 -4.648  0.294
H35 2.963 5.033 -2.559  0.539
H36 3.180 3.763 -1.339  0.200
H37 1.632 4.626 -1.478  0.234
H38 3.691 3.353 -4.373  0.436
H39 2.830 1.794 -4.492  0.293
H40 3.897 2.120 -3.117  0.369
H41 2.021 1.527 -1.773  -0.068
H42 -0.612 2.254 -2.233  0.288
H43 0.251 3.099 -1.094  -0.085
F1 -0.605 -4.267 -0.629  -0.367
C34 -1.139 -3.242 0.182  -0.474
F2 -2.449 -3.788 0.528  -0.422
H44 -0.618 -3.414 1.137  0.328
C35 -4.472 -3.169 -4.402  -0.953
N10 -4.461 -2.578 -3.064  0.270
C36 -5.588 -2.229 -2.430  -0.157
C37 -5.550 -1.705 -1.199  -1.365
C38 -4.253 -1.457 -0.629  0.756
N11 -3.106 -1.675 -1.265  0.843
C39 -3.183 -2.448 -2.445  -0.673
O1 -2.252 -2.977 -2.985  -0.493
N12 -4.226 -0.960 0.615  0.038
H45 -5.508 -3.320 -4.697  0.330
H46 -3.940 -4.114 -4.393  0.306
H47 -3.973 -2.511 -5.111  0.285
H48 -6.517 -2.412 -2.958  0.345
H49 -6.456 -1.471 -0.657  0.425
H50 -5.082 -0.632 1.022  0.266
H51 -3.353 -0.609 0.987  -0.339

2.
Below is a gas-phase ion, C4H10NO (charge -1) at a distorted geometry, with properties calculated with wB97M-V/def2-TZVPD.

Calculated values
- SMILES: C[C@@H](N)CC[O-]
- LUMO level: 4.309 eV
- Net charge: -1
- HOMO energy: -2.14 eV

Last column: natural (NBO) charge in e.
Positions of all 16 atoms, in Å:
C1 1.269 0.481 -1.109  -0.617
C2 0.150 -0.434 -0.606  -0.092
N1 0.356 -1.815 -1.074  -0.875
C3 0.049 -0.390 0.893  -0.435
C4 -0.768 0.910 1.438  -0.032
O1 -1.437 1.511 0.427  -0.972
H1 1.056 0.986 -2.052  0.194
H2 2.221 -0.061 -1.173  0.171
H3 1.465 1.288 -0.410  0.216
H4 -0.781 0.001 -0.963  0.234
H5 0.617 -2.460 -0.351  0.355
H6 0.880 -1.840 -1.931  0.346
H7 1.083 -0.486 1.279  0.150
H8 -0.405 -1.333 1.238  0.162
H9 0.017 1.577 1.839  0.091
H10 -1.535 0.402 2.054  0.103

3.
Below is 2 unconnected molecules or ions with the total composition C4H12N4O at a distorted geometry, with properties calculated with wB97M-V/def2-TZVPD.

Calculated values
- LUMO level (spin up / spin down): -9.361 / -9.361 eV
- Net charge: +2
- HOMO energy (spin up / spin down): -17.41 / -17.41 eV

Last column: natural (NBO) charge in e.
Positions of all 21 atoms, in Å:
C1 0.201 0.936 -1.329  0.171
C2 0.320 3.177 -2.194  -0.467
C3 -0.757 -2.586 1.129  -0.834
C4 -1.133 -2.910 2.476  0.540
N1 0.501 0.157 -0.295  -0.175
N2 0.496 2.201 -1.185  0.018
N3 0.945 2.593 -0.015  -0.536
N4 0.617 -1.086 -0.322  -0.225
O1 -0.657 -3.944 3.052  -0.505
H1 -0.262 0.656 -2.272  0.236
H2 0.968 4.126 -1.954  0.271
H3 0.600 2.747 -3.193  0.272
H4 -0.657 3.574 -2.325  0.284
H5 -0.534 -3.464 0.342  0.325
H6 -1.405 -1.759 0.791  0.258
H7 -1.779 -2.206 2.994  0.217
H8 0.241 -2.076 0.926  0.379
H9 1.006 1.984 0.781  0.445
H10 1.645 3.442 -0.027  0.443
H11 0.620 -1.448 -1.321  0.338
H12 -0.979 -4.114 3.942  0.546

4.
Below is 2 unconnected molecules or ions with the total composition C3H9BrNO at a distorted geometry, with properties calculated with wB97M-V/def2-TZVPD.

Calculated values
- LUMO level: -3.373 eV
- Net charge: +1
- HOMO energy: -13.75 eV

Last column: natural (NBO) charge in e.
Positions of all 15 atoms, in Å:
C1 -1.019 -1.365 -0.838  -0.403
C2 -1.155 0.613 0.661  -0.132
C3 -0.957 -0.028 -0.727  -0.165
N1 1.880 -0.194 -0.106  -0.922
O1 0.032 1.179 1.200  -0.742
Br1 -0.280 1.081 -2.055  0.116
H1 -0.603 -1.803 -1.749  0.237
H2 2.705 0.240 -0.507  0.441
H3 -1.554 -1.852 0.024  0.247
H4 -2.006 1.420 0.686  0.219
H5 -1.555 -0.141 1.394  0.205
H6 1.215 0.524 0.576  0.495
H7 1.387 -0.608 -0.849  0.434
H8 2.101 -0.998 0.503  0.434
H9 -0.190 1.932 1.787  0.538

5.
Below is a molecular structure, C11H11BIrN3S3 at a distorted geometry, with properties calculated with wB97M-V/def2-TZVPD.

Calculated values
- LUMO level (spin up / spin down): -5.201 / -5.713 eV
- Net charge: +1
- <S²>: 0.766
- HOMO energy (spin up / spin down): -11.26 / -11.54 eV
- 2S+1: 2

Last column: natural (NBO) charge in e.
Positions of all 30 atoms, in Å:
Ir1 -0.428 0.163 0.414  0.627
S1 -0.857 -1.920 -0.317  0.328
C1 0.375 -2.303 -1.425  -0.270
C2 0.358 -3.526 -2.140  -0.186
C3 1.368 -3.803 -3.011  -0.183
C4 2.429 -2.884 -3.205  -0.139
C5 2.470 -1.699 -2.527  -0.265
C6 1.435 -1.393 -1.622  -0.081
S2 1.465 0.085 -0.756  0.278
H1 -0.461 -4.215 -1.982  0.239
H2 1.363 -4.731 -3.566  0.239
H3 3.217 -3.127 -3.905  0.237
H4 3.279 -0.997 -2.679  0.238
S3 0.640 -0.116 2.519  0.051
C7 0.476 1.573 2.532  0.276
N1 1.111 2.425 3.355  -0.498
C8 0.943 3.771 3.248  0.135
C9 0.155 4.280 2.254  -0.305
C10 -0.463 3.364 1.376  0.206
N2 -0.353 2.067 1.568  -0.552
H5 1.753 2.047 4.041  0.457
H6 1.477 4.380 3.963  0.256
H7 0.020 5.343 2.136  0.278
H8 -1.072 3.685 0.532  0.292
B1 -2.200 3.540 -1.745  -0.610
C11 -1.800 2.054 -1.466  0.492
N3 -1.400 1.024 -1.109  -0.641
H9 -2.662 3.711 -2.836  0.064
H10 -2.968 3.826 -0.850  0.023
H11 -1.125 4.108 -1.626  0.014

6.
Below is a molecular structure, C2H5F2N3O4S3 at a distorted geometry, with properties calculated with wB97M-V/def2-TZVPD.

Calculated values
- LUMO level: -1.280 eV
- Net charge: 0
- HOMO energy: -10.36 eV

Last column: natural (NBO) charge in e.
Positions of all 19 atoms, in Å:
C1 0.714 -0.474 -0.097  -0.511
C2 -0.268 0.231 0.868  -0.226
N1 -2.009 -1.771 -0.929  -1.086
N2 -1.942 -3.169 1.385  -1.110
N3 -1.259 -0.767 1.248  -0.953
O1 -3.055 -3.912 -0.618  -0.861
O2 0.494 -2.502 1.954  -0.876
O3 -0.037 -3.271 -0.862  -0.832
O4 -0.273 -1.774 -2.803  -0.794
F1 -4.050 -1.979 0.583  -0.456
F2 -1.304 -1.857 3.465  -0.488
S1 -2.670 -2.804 0.138  2.441
S2 -0.818 -2.053 1.917  2.393
S3 -0.694 -2.219 -1.519  2.367
H1 0.024 -0.792 -0.884  0.080
H2 1.418 0.163 -0.567  0.236
H3 1.072 -1.478 0.256  0.258
H4 0.226 0.696 1.605  0.198
H5 -0.928 1.012 0.418  0.219